(1)
Below is C5H9NS2 in the gas phase, with properties calculated with ωB97M-V/def2-TZVPD.

## Properties
Strongest force on any atom in eV/A: 4.5
Electronic energy in Ha: -1046.8913
Molar mass in g/mol: 147.27
SMILES: S[C@@H]1[C@H]2N[C@@H]1C[C@H]2S
Relative energy (zero: lowest compared OMol25 entry of this formula, charge and spin) in eV: 4.273
Kohn-Sham gap in eV: 8.914
E_LUMO in eV: 0.3

Positions of all 17 atoms, in Å:
C 1.25442 0.75652 -0.15534
C 0.45014 0.97612 1.30477
C -0.93139 1.10684 0.77354
C -0.10199 0.86656 -1.13141
C -1.33006 0.04949 -0.30755
H 0.82921 -1.49751 0.12544
H 1.77784 1.64503 -0.53879
H 0.46206 0.21104 2.05336
H 0.97868 1.79113 1.80159
H -1.78623 1.29202 1.40455
H -1.42396 2.43276 -0.95678
H 0.09692 0.72170 -2.24869
H -2.19118 0.29878 -0.88149
H -2.56713 -1.42472 1.06630
N -0.69900 2.01783 -0.44820
S 2.26389 -0.90663 -0.09040
S -1.47201 -1.72638 -0.00912

Atoms 1-2, force components in eV/Å:
C -2.302 -1.192 0.326
C 1.769 -0.196 -1.957

List of natural (NBO) charges in e, atom by atom:
1. C -0.284
2. C -0.438
3. C -0.076
4. C -0.056
5. C -0.359
6. H 0.157
7. H 0.228
8. H 0.224
9. H 0.237
10. H 0.212
11. H 0.373
12. H 0.234
13. H 0.209
14. H 0.147
15. N -0.646
16. S -0.124
17. S -0.038



(2)
Below is 2 unconnected molecules or ions with the total composition C25H26F4N, with properties calculated with ωB97M-V/def2-TZVPD.

## Properties
Strongest force on any atom in eV/A: 2.3
Electronic energy in Ha: -1422.1275
Molar mass in g/mol: 416.48
Relative energy (zero: lowest compared OMol25 entry of this formula, charge and spin) in eV: 0.281
Kohn-Sham gap in eV: 2.549
Net charge: +1
E_LUMO in eV: -6.5

Positions of all 56 atoms, in Å:
F 2.41234 -7.08122 3.04622
C 1.62078 -6.03510 3.46447
C 1.38444 -5.89919 4.83285
C 0.55066 -4.84175 5.20625
F 0.25845 -4.70458 6.54492
C -0.00361 -3.94821 4.30229
C 0.30236 -4.05917 2.90846
C -0.17161 -3.09181 1.97106
C 0.04538 -3.15026 0.59839
C -0.63761 -2.38176 -0.33315
C -0.44788 -2.44431 -1.74964
C -1.08370 -1.50059 -2.61925
C -0.82847 -1.53879 -3.98121
F -1.40171 -0.57853 -4.79178
C -0.00247 -2.49203 -4.58036
C 0.57257 -3.43385 -3.72782
F 1.39281 -4.39743 -4.27573
C 0.37444 -3.44322 -2.35408
C 1.09007 -5.18083 2.50716
H 1.79565 -6.59666 5.55443
H -0.65505 -3.14346 4.63382
H -0.77323 -2.27255 2.37283
H 0.82123 -3.82519 0.23016
H -1.35967 -1.65640 0.04122
H -1.76681 -0.76151 -2.19735
H 0.18372 -2.50791 -5.64813
H 0.82834 -4.21477 -1.73659
H 1.29145 -5.34839 1.45128
C 2.50397 4.22655 1.20693
C 2.00520 5.26876 0.20905
C 0.57797 5.01906 -0.28705
C 0.15504 3.56717 -0.25555
N -1.09941 3.33924 -0.68755
C -1.90206 4.35773 -1.33870
C -3.13944 3.62446 -1.86652
C -3.02560 2.16280 -1.41973
C -1.66708 2.00335 -0.72462
C 0.97684 2.53620 0.16364
C 2.34118 2.78943 0.66592
H 3.55438 4.42268 1.43761
H 1.92434 4.32036 2.13484
H 2.04599 6.26533 0.66129
H 2.66909 5.28435 -0.66586
H -0.11498 5.65095 0.29954
H 0.52339 5.42514 -1.31168
H -2.17964 5.17988 -0.65570
H -1.35965 4.82499 -2.17956
H -4.03706 4.10151 -1.47627
H -3.15387 3.69490 -2.95526
H -3.82198 1.90149 -0.72260
H -3.07651 1.48967 -2.27933
H -1.02989 1.30572 -1.30085
H -1.77314 1.56826 0.28915
H 0.67075 1.49426 0.06684
H 3.07306 2.63344 -0.14436
H 2.56624 2.07180 1.46569

Atoms 1-2, force components in eV/Å:
F -1.015 1.313 0.499
C 0.517 -0.772 -0.595

List of natural (NBO) charges in e, atom by atom:
1. F -0.303
2. C 0.410
3. C -0.232
4. C 0.398
5. F -0.301
6. C -0.182
7. C -0.133
8. C 0.101
9. C -0.317
10. C 0.089
11. C -0.118
12. C -0.199
13. C 0.408
14. F -0.304
15. C -0.238
16. C 0.402
17. F -0.304
18. C -0.199
19. C -0.203
20. H 0.278
21. H 0.250
22. H 0.233
23. H 0.224
24. H 0.231
25. H 0.251
26. H 0.277
27. H 0.236
28. H 0.238
29. C -0.388
30. C -0.392
31. C -0.447
32. C 0.231
33. N -0.416
34. C -0.201
35. C -0.412
36. C -0.414
37. C -0.200
38. C -0.347
39. C -0.423
40. H 0.211
41. H 0.196
42. H 0.214
43. H 0.198
44. H 0.216
45. H 0.222
46. H 0.195
47. H 0.190
48. H 0.220
49. H 0.216
50. H 0.212
51. H 0.202
52. H 0.165
53. H 0.184
54. H 0.184
55. H 0.194
56. H 0.200



(3)
Below is C30H32N6O2 in the gas phase, with properties calculated with ωB97M-V/def2-TZVPD.

## Properties
Strongest force on any atom in eV/A: 3.2
Electronic energy in Ha: -1641.4020
Molar mass in g/mol: 508.63
SMILES: Cn1c(=O)c2c(ncn2C(c2cc3c4c(c2)CCN4CCC3)c2cc3c4c(c2)CCN4CCC3)n(C)c1=O
Kohn-Sham gap in eV: 7.507
E_LUMO in eV: 0.6

Positions of all 70 atoms, in Å:
C -4.77158 3.57964 -1.25600
C -4.58820 3.90844 -2.73415
N -3.45210 3.22868 -3.27530
C -3.20746 3.07688 -4.68065
C -1.86372 2.30660 -4.75797
C -1.47799 2.11104 -3.32992
C -0.37812 1.52941 -2.69788
C -0.41714 1.29923 -1.29845
C 0.61780 0.32833 -0.69392
C 0.75621 0.29970 0.78881
C 2.07356 0.04556 1.19277
C 2.35200 0.12288 2.54561
C 1.28686 0.35885 3.43146
N 1.72190 0.38600 4.69977
C 0.85230 0.46927 5.84867
C -0.43797 1.19303 5.47003
C -1.05767 0.74575 4.13143
C -0.06009 0.45868 3.07165
C -0.33175 0.30799 1.70368
C 3.12684 0.07332 4.80874
C 3.60975 0.04557 3.32783
C -1.34103 2.06460 -0.52727
C -2.41815 2.73067 -1.13525
C -2.46487 2.68943 -2.51785
C -3.46160 3.54529 -0.45213
H -5.45354 4.31118 -0.81934
H -5.26088 2.60081 -1.18081
H -5.46340 3.59095 -3.31412
H -4.49163 4.99637 -2.87694
H -4.01805 2.51155 -5.15273
H -3.14501 4.03787 -5.20396
H -2.00473 1.34380 -5.27465
H -1.10717 2.86911 -5.32767
H 0.46079 1.21280 -3.32487
H 1.58762 0.57700 -1.19412
H 2.85510 -0.16498 0.46968
H 0.62379 -0.55399 6.19902
H 1.39898 0.99297 6.64877
H -1.15599 1.04629 6.28169
H -0.22323 2.26532 5.41402
H -1.66470 -0.14952 4.30351
H -1.75194 1.52299 3.79508
H -1.35501 0.22343 1.35471
H 3.67616 0.81458 5.40602
H 3.28000 -0.90985 5.27911
H 4.18770 -0.86094 3.10307
H 4.26600 0.90883 3.12596
H -1.25756 2.13516 0.55112
H -3.08872 4.57404 -0.33634
H -3.65327 3.16042 0.55192
C 1.94576 -5.80846 0.74488
N 1.88973 -4.72413 -0.20951
C 2.51438 -5.08923 -1.40106
O 3.11530 -6.15216 -1.54577
N 2.38473 -4.20510 -2.47977
C 2.95887 -4.48805 -3.80526
C 1.74570 -3.04169 -2.23020
C 1.52563 -2.43809 -0.97170
C 1.49192 -3.39345 0.13599
O 1.09066 -3.09797 1.29223
N 0.63196 -1.35406 -1.25806
C 0.51431 -1.36240 -2.62036
N 1.19577 -2.32098 -3.24227
H 1.25422 -5.62745 1.55025
H 1.68003 -6.72078 0.21789
H 2.96366 -5.91906 1.11568
H 2.54234 -3.71623 -4.46051
H 4.04715 -4.39134 -3.71803
H 2.67975 -5.49041 -4.13168
H -0.08098 -0.62000 -3.12459

Atoms 1-2, force components in eV/Å:
C -0.197 -0.356 0.153
C -0.065 0.308 -0.175

List of natural (NBO) charges in e, atom by atom:
1. C -0.398
2. C -0.195
3. N -0.425
4. C -0.189
5. C -0.429
6. C -0.084
7. C -0.177
8. C -0.142
9. C 0.046
10. C -0.144
11. C -0.163
12. C 0.008
13. C 0.189
14. N -0.411
15. C -0.196
16. C -0.396
17. C -0.419
18. C -0.086
19. C -0.145
20. C -0.188
21. C -0.440
22. C -0.096
23. C -0.131
24. C 0.271
25. C -0.418
26. H 0.217
27. H 0.205
28. H 0.197
29. H 0.176
30. H 0.186
31. H 0.185
32. H 0.223
33. H 0.223
34. H 0.215
35. H 0.208
36. H 0.213
37. H 0.176
38. H 0.201
39. H 0.215
40. H 0.202
41. H 0.214
42. H 0.216
43. H 0.218
44. H 0.189
45. H 0.180
46. H 0.225
47. H 0.213
48. H 0.217
49. H 0.210
50. H 0.220
51. C -0.405
52. N -0.463
53. C 0.794
54. O -0.638
55. N -0.423
56. C -0.405
57. C 0.372
58. C -0.125
59. C 0.653
60. O -0.619
61. N -0.363
62. C 0.233
63. N -0.533
64. H 0.229
65. H 0.223
66. H 0.204
67. H 0.242
68. H 0.206
69. H 0.221
70. H 0.210



(4)
Below is a molecular structure, C3H3NO, with properties calculated with ωB97M-V/def2-TZVPD.

## Properties
Strongest force on any atom in eV/A: 5.1
Electronic energy in Ha: -246.0192
Molar mass in g/mol: 69.06
Relative energy (zero: lowest compared OMol25 entry of this formula, charge and spin) in eV: 1.967
Kohn-Sham gap in eV: 10.065
E_LUMO in eV: -0.1

Positions of all 8 atoms, in Å:
C 0.55399 1.10715 -0.18176
C 0.71748 -0.44743 0.08381
C -0.76129 -0.45653 0.00472
N -0.78424 1.00730 -0.17477
O 1.44262 -1.12172 0.70692
H 1.18382 1.88192 -0.44601
H -1.23764 -0.97672 -0.87887
H -1.11473 -0.99396 0.88598

Atoms 1-2, force components in eV/Å:
C -3.860 -3.263 -0.414
C -0.688 2.761 0.355

List of natural (NBO) charges in e, atom by atom:
1. C -0.022
2. C 0.533
3. C -0.369
4. N -0.300
5. O -0.475
6. H 0.198
7. H 0.217
8. H 0.219



(5)
Below is a molecular structure, C3H3F5N3P3, with properties calculated with ωB97M-V/def2-TZVPD.

## Properties
Strongest force on any atom in eV/A: 4.1
Electronic energy in Ha: -1804.0228
Molar mass in g/mol: 268.99
Kohn-Sham gap in eV: 10.995
E_LUMO in eV: 0.3

Positions of all 17 atoms, in Å:
C 0.09107 -0.89865 0.75164
C 0.69247 -1.75329 1.41338
C -0.27168 0.03596 -0.26980
N 1.47585 -4.33845 1.32318
N -0.52916 -3.49725 3.10709
N -0.92200 -5.80060 1.55706
F 1.89471 -2.80080 3.51641
F 0.50912 -5.39974 -0.66002
F 1.33000 -6.84610 1.03135
F -2.79794 -4.19452 2.11012
F -1.92381 -5.54215 3.88033
P 0.84806 -3.23644 2.29056
P 0.48738 -5.50784 0.90801
P -1.41628 -4.72282 2.66805
H -1.12431 0.48072 0.06125
H 0.57059 0.88300 -0.31436
H -0.47571 -0.44093 -1.32466

Atoms 1-2, force components in eV/Å:
C 2.775 -2.873 0.949
C -1.828 1.798 -1.010

List of natural (NBO) charges in e, atom by atom:
1. C 0.171
2. C -0.514
3. C -0.705
4. N -1.380
5. N -1.394
6. N -1.408
7. F -0.540
8. F -0.534
9. F -0.541
10. F -0.540
11. F -0.522
12. P 2.209
13. P 2.460
14. P 2.473
15. H 0.240
16. H 0.262
17. H 0.261



(6)
Below is a molecular structure, C3H7N3S2, with properties calculated with ωB97M-V/def2-TZVPD.

## Properties
Strongest force on any atom in eV/A: 7.3
Electronic energy in Ha: -1078.9439
Molar mass in g/mol: 149.24
Relative energy (zero: lowest compared OMol25 entry of this formula, charge and spin) in eV: 6.069
Kohn-Sham gap in eV: 8.339
E_LUMO in eV: -0.1

Positions of all 15 atoms, in Å:
C -1.70958 -0.24191 -0.12171
C 0.76895 -1.53425 0.72121
C 1.28478 2.49341 0.15150
H -1.11274 0.90557 0.34419
H -2.16338 -1.02639 0.80320
H -2.68863 -0.06365 -0.85705
H -0.23739 -0.11367 -1.60373
H 0.29721 -2.62224 -1.16258
H 1.21906 3.25618 -0.58708
H 1.50356 2.87239 1.23874
N -0.68181 -0.85018 -1.13752
N 0.21268 -1.63333 -0.58317
N 0.98008 1.23509 -0.26128
S 1.13280 -2.79359 1.81930
S 1.19442 0.11658 1.23596

Atoms 1-2, force components in eV/Å:
C -0.988 1.022 -0.494
C -0.197 -0.557 -1.404

List of natural (NBO) charges in e, atom by atom:
1. C -0.511
2. C -0.109
3. C -0.071
4. H 0.210
5. H 0.248
6. H 0.225
7. H 0.368
8. H 0.396
9. H 0.190
10. H 0.186
11. N -0.448
12. N -0.454
13. N -0.533
14. S -0.116
15. S 0.419



(7)
Below is a molecular structure, C5H13NO, with properties calculated with ωB97M-V/def2-TZVPD.

## Properties
Strongest force on any atom in eV/A: 4.9
Electronic energy in Ha: -328.1590
Molar mass in g/mol: 103.16
Relative energy (zero: lowest compared OMol25 entry of this formula, charge and spin) in eV: 4.350
Kohn-Sham gap in eV: 8.982
E_LUMO in eV: 0.4

Positions of all 20 atoms, in Å:
C -0.41241 0.05929 -0.02821
C 1.36740 0.59740 -0.68776
C -0.41505 -1.43338 0.24793
C -0.68748 0.91490 1.19618
C 2.43284 -0.15512 0.05275
N -2.72293 0.14201 -0.80057
O -0.95518 0.44747 -1.17611
H -2.84739 -0.57193 -1.52046
H -3.05693 1.01127 -1.22347
H 1.34889 1.66742 -0.48884
H 1.37473 0.41954 -1.76084
H -1.41197 -1.73892 0.57684
H 0.28764 -1.69377 1.04329
H -0.18004 -1.98954 -0.66119
H -1.63254 0.61273 1.65553
H -0.77406 1.96624 0.91634
H 0.09983 0.79250 1.94512
H 2.42139 -1.21853 -0.20168
H 3.42773 0.22472 -0.22126
H 2.33555 -0.05432 1.13641

Atoms 1-2, force components in eV/Å:
C 4.670 0.572 0.050
C -2.554 -0.805 1.398

List of natural (NBO) charges in e, atom by atom:
1. C 0.377
2. C -0.352
3. C -0.683
4. C -0.678
5. C -0.642
6. N -0.596
7. O -0.446
8. H 0.340
9. H 0.344
10. H 0.194
11. H 0.202
12. H 0.224
13. H 0.217
14. H 0.216
15. H 0.225
16. H 0.218
17. H 0.212
18. H 0.207
19. H 0.215
20. H 0.204



(8)
Below is C5H9N in the gas phase, with properties calculated with ωB97M-V/def2-TZVPD.

## Properties
Strongest force on any atom in eV/A: 5.3
Electronic energy in Ha: -250.5190
Molar mass in g/mol: 83.13
SMILES: C=CCNC=C
Relative energy (zero: lowest compared OMol25 entry of this formula, charge and spin) in eV: 4.026
Kohn-Sham gap in eV: 9.447
E_LUMO in eV: 1.1

Positions of all 15 atoms, in Å:
C 1.43660 1.93752 1.00376
C 1.37697 0.81765 0.27767
N 0.80875 0.55374 -1.05453
C 0.06428 -0.69496 -0.97323
C -2.21404 -1.19827 0.10848
C -0.88039 -0.91420 0.20050
H 0.70112 2.69321 1.09340
H 1.98771 1.87956 1.98325
H 1.62941 -0.17166 0.72766
H 0.62932 1.45846 -1.49011
H -0.40140 -0.94156 -2.17074
H 0.77915 -1.57211 -0.91372
H -3.03901 -1.07059 0.90974
H -2.60178 -1.63550 -0.80521
H -0.27669 -1.14128 1.10307

Atoms 1-2, force components in eV/Å:
C 0.650 -1.267 1.980
C -0.768 -1.352 -1.348

List of natural (NBO) charges in e, atom by atom:
1. C -0.534
2. C 0.030
3. N -0.649
4. C -0.253
5. C -0.378
6. C -0.217
7. H 0.212
8. H 0.202
9. H 0.170
10. H 0.402
11. H 0.201
12. H 0.201
13. H 0.211
14. H 0.194
15. H 0.209